156
Properties=species:S:1:pos:R:3 method="wB97M-V/def2-TZVPD" energy_ha=-3923.3242 homo_lumo_gap_ev=9.37 homo_energy_ha=-0.5231 lumo_energy_ev=-4.86 charge=+3
C -6.7611 4.2770 -1.9386
C -5.8590 5.2506 -2.6988
O -6.2827 6.2375 -3.2937
N -4.3956 4.8797 -2.8091
H -4.1953 3.9123 -3.0193
H -4.1415 5.3698 -3.6549
C -3.5491 5.6485 -1.7915
H -7.6201 4.8149 -1.5375
H -6.3789 3.8179 -1.0269
H -7.2603 3.5788 -2.6104
H -3.6491 6.6746 -2.1455
H -2.5177 5.3979 -2.0392
H -3.7523 5.4681 -0.7359
C -5.3582 -4.4497 -0.2315
N -6.5813 -4.3065 -1.2127
C -6.0966 -4.8300 -2.6029
C -7.7912 -5.0498 -0.6401
C -6.9155 -2.8140 -1.5682
C -8.3532 -2.5087 -2.2161
O -8.5079 -3.2895 -3.3331
H -4.4164 -4.1803 -0.7095
H -5.2863 -5.5336 -0.1411
H -5.6326 -4.0718 0.7534
H -6.9807 -5.0708 -3.1932
H -5.6133 -5.8029 -2.5135
H -5.3570 -4.1546 -3.0330
H -7.6107 -6.1241 -0.6770
H -8.7520 -4.8153 -1.0983
H -7.8466 -4.6807 0.3840
H -6.1839 -2.5156 -2.3190
H -6.6922 -2.2668 -0.6523
H -8.4524 -1.4809 -2.5652
H -9.1934 -2.6612 -1.5388
H -9.1164 -2.8797 -3.9523
C 5.4166 0.1735 3.4538
C 6.1175 0.2457 2.0756
C 7.4766 -0.4738 2.1672
C 8.6222 0.0996 1.3352
N 9.8609 -0.8403 1.2884
C 10.8133 -0.3869 0.1407
C 11.6006 -1.6476 -0.1963
C 10.5781 -2.7603 -0.1728
C 9.4265 -2.2121 0.7452
C 10.5454 -0.9827 2.6752
C 10.9950 0.2921 3.3801
C 11.7183 -0.1312 4.6666
H 6.0581 0.7083 4.1541
H 5.2182 -0.8334 3.8210
H 4.6041 0.8969 3.3861
H 6.2540 1.2908 1.7975
H 5.5122 -0.1697 1.2699
H 7.2975 -1.4856 1.8035
H 7.9145 -0.4107 3.1633
H 8.9778 1.0704 1.6805
H 8.1525 -0.0192 0.3587
H 11.4558 0.3826 0.5686
H 10.1758 -0.0275 -0.6671
H 12.3513 -1.8010 0.5788
H 12.0003 -1.6403 -1.2104
H 11.1263 -3.6185 0.2159
H 10.2229 -3.0403 -1.1645
H 9.2003 -2.8070 1.6301
H 8.5000 -2.0722 0.1883
H 11.3751 -1.6174 2.3637
H 9.8999 -1.5644 3.3333
H 10.1835 0.9936 3.5738
H 11.6398 0.8770 2.7243
H 11.2024 -0.6857 5.4505
H 12.1878 0.7060 5.1830
H 12.4294 -0.9445 4.5215
C -6.6878 2.8401 5.0792
C -5.9441 1.5722 5.5830
C -4.9495 1.7716 6.6567
C -4.2592 0.4663 7.1495
N -3.6067 0.6161 8.5372
C -2.8788 -0.6803 8.9076
C -3.8277 -1.6003 9.5901
C -4.9770 -0.7575 10.1076
C -4.6553 0.6791 9.5824
C -2.5741 1.7918 8.7085
C -1.4722 1.7107 7.6097
C -0.3417 2.7107 7.7941
H -6.0734 3.5280 4.4984
H -7.1111 3.3959 5.9158
H -7.4770 2.3935 4.4742
H -5.5225 1.0943 4.6987
H -6.7178 0.9281 6.0009
H -5.5461 2.0905 7.5113
H -4.1787 2.5150 6.4533
H -3.5752 0.1375 6.3671
H -4.8173 -0.4494 7.3450
H -2.0615 -0.4618 9.5949
H -2.5468 -1.2000 8.0088
H -3.3710 -2.1727 10.3975
H -4.2257 -2.1980 8.7701
H -5.1504 -0.8372 11.1808
H -5.9263 -1.1166 9.7102
H -4.2705 1.3963 10.3075
H -5.5827 1.1477 9.2531
H -2.2028 1.8247 9.7327
H -3.1625 2.6951 8.5475
H -1.9901 2.0037 6.6964
H -0.9767 0.7560 7.4329
H -0.1720 3.3342 6.9162
H 0.6244 2.2089 7.8488
H -0.5540 3.3613 8.6425
C 3.6268 1.8581 -3.8153
C 3.0012 2.4309 -5.1106
C 2.1136 1.3286 -5.7270
C 2.8060 0.0453 -6.2882
N 1.7382 -0.9333 -6.8010
C 0.9371 -1.5047 -5.5789
C 0.9106 -3.0351 -5.7648
C 2.2270 -3.3205 -6.4159
C 2.3549 -2.2137 -7.5032
C 0.6721 -0.2140 -7.7621
C 1.2192 0.4534 -9.0159
C 0.1318 1.0765 -9.8825
H 2.8988 1.8765 -3.0043
H 4.4497 2.4681 -3.4426
H 4.0960 0.8749 -3.8513
H 3.7827 2.8202 -5.7631
H 2.4074 3.3102 -4.8611
H 1.5653 1.7281 -6.5801
H 1.3440 1.0043 -5.0266
H 3.4001 -0.4710 -5.5341
H 3.4875 0.1746 -7.1290
H -0.0196 -0.9901 -5.4894
H 1.5397 -1.3074 -4.6923
H 0.0597 -3.2129 -6.4224
H 0.7726 -3.5081 -4.7925
H 2.2041 -4.3382 -6.8056
H 3.0769 -3.2422 -5.7380
H 1.7605 -2.5502 -8.3527
H 3.3977 -2.0635 -7.7827
H 0.1602 0.4554 -7.0707
H -0.1614 -0.8654 -8.0250
H 1.8569 -0.1877 -9.6245
H 1.9462 1.1968 -8.6888
H 0.4136 1.8287 -10.6194
H -0.6332 1.5314 -9.2533
H -0.5222 0.4733 -10.5122
P -1.5312 0.7330 -0.2313
F -1.3395 0.1397 1.3265
F -2.5151 -0.6151 -0.5500
F -2.9290 1.4909 0.2474
F -1.7887 1.1120 -1.7901
F -0.7211 2.1189 0.1224
F -0.0822 -0.0065 -0.7147
P -5.6240 1.0150 -7.0530
F -6.1305 0.7107 -5.5144
F -7.0422 0.5532 -7.7086
F -6.1867 2.5472 -6.9425
F -4.9748 1.3190 -8.5185
F -4.3098 1.5050 -6.3123
F -5.0950 -0.5015 -7.1657